This record from the OMol25 dataset describes 3 unconnected molecules or ions with the total composition C2H10O2S in a non-equilibrium geometry. The level of theory is ωB97M-V with the def2-TZVPD basis set.

The energy above the lowest of the compared OMol25 structures with the same formula, charge and spin comes out at 0.4817 eV. As for the frontier orbital gap: 9.4 eV. Its SMILES is CSC.O.O. The charge is 0.

Structure (XYZ):
```
15
C2H10O2S (ωB97M-V with the def2-TZVPD basis set)
C 0.722 -0.038 1.762
S 0.114 -1.280 0.631
C 1.352 -1.237 -0.671
H 0.037 0.787 1.896
H 1.581 0.466 1.347
H 1.028 -0.414 2.747
H 2.331 -1.093 -0.215
H 1.346 -2.195 -1.196
H 1.289 -0.396 -1.381
H -1.264 1.601 0.394
H -1.717 3.080 0.375
O -1.202 2.425 -0.101
H -2.603 -0.555 -2.252
H -1.286 -0.284 -1.358
O -1.728 -0.867 -1.976
```

The computed Mulliken charges, all in e, follow:
1. C -0.79
2. S -0.10
3. C -0.89
4. H 0.23
5. H 0.27
6. H 0.33
7. H 0.35
8. H 0.32
9. H 0.32
10. H 0.30
11. H 0.31
12. O -0.62
13. H 0.28
14. H 0.31
15. O -0.62


This record from the OMol25 dataset describes a molecular structure, Cr2F4H22O15P2 in a non-equilibrium geometry. The level of theory is ωB97M-V with the def2-TZVPD basis set.

The energy above the lowest of the compared OMol25 structures with the same formula, charge and spin comes out at 0.7909 eV. As for the frontier orbital gap (spin up / spin down): 3.9 / 5.7 eV. The multiplicity is 7. The charge is +4.

Structure (XYZ):
```
45
Cr2F4H22O15P2 (ωB97M-V with the def2-TZVPD basis set)
Cr -0.234 2.926 -1.025
Cr 3.114 -0.755 1.740
O 1.679 2.645 -0.464
P 3.067 2.324 0.053
O 3.206 1.059 0.807
F 3.611 3.470 0.937
F 4.039 2.280 -1.162
O -0.156 1.024 -0.483
P 0.131 -0.339 0.089
O 1.398 -0.707 0.829
F 0.003 -1.370 -1.058
F -1.105 -0.515 1.038
O 2.080 -3.274 -1.218
H 1.160 -3.457 -1.478
H 2.440 -4.144 -0.996
O 1.881 -1.824 3.088
H 1.256 -2.502 2.774
H 1.668 -1.701 4.035
O 3.747 -1.226 -0.267
H 3.216 -1.847 -0.832
H 4.493 -0.942 -0.826
O -3.655 1.102 1.344
H -4.497 1.225 1.807
H -3.219 0.410 1.854
O 2.008 0.458 -2.217
H 1.273 0.017 -2.662
H 2.759 0.333 -2.816
O -2.353 2.795 -0.301
H -3.160 3.255 -0.595
H -2.631 2.376 0.566
O 0.547 1.791 2.452
H 0.855 2.648 2.778
H -0.235 1.596 2.987
O -1.494 2.117 -2.682
H -1.514 1.952 -3.642
H -2.127 1.466 -2.297
O -2.996 -0.191 -2.039
H -3.927 0.063 -2.123
H -3.009 -0.951 -1.449
O -3.582 -0.867 3.452
H -2.897 -1.140 2.843
H -4.070 -1.681 3.640
O -0.676 -3.499 -2.382
H -1.528 -3.800 -2.041
H -0.568 -2.600 -2.055
```

The computed Mulliken charges, all in e, follow:
1. Cr 1.06
2. Cr 1.13
3. O -0.38
4. P 0.16
5. O -0.04
6. F -0.16
7. F -0.18
8. O 1.70
9. P -0.90
10. O 0.53
11. F -0.01
12. F -0.12
13. O -0.61
14. H 0.27
15. H 0.30
16. O -0.41
17. H 0.31
18. H 0.32
19. O -0.26
20. H 0.42
21. H 0.32
22. O -0.60
23. H 0.31
24. H 0.27
25. O -0.58
26. H 0.20
27. H 0.27
28. O -0.23
29. H 0.28
30. H 0.31
31. O -0.56
32. H 0.29
33. H 0.27
34. O -0.43
35. H 0.33
36. H 0.36
37. O -0.62
38. H 0.31
39. H 0.27
40. O -0.62
41. H 0.25
42. H 0.36
43. O -0.69
44. H 0.34
45. H 0.45


This record from the OMol25 dataset describes a gas-phase ion, C19H16F3 (charge +1) in a non-equilibrium geometry. The level of theory is ωB97M-V with the def2-TZVPD basis set.

The energy above the lowest of the compared OMol25 structures with the same formula, charge and spin comes out at 0.0000 eV. As for the frontier orbital gap: 6.0 eV. The charge is +1.

Structure (XYZ):
```
38
C19H16F3 (ωB97M-V with the def2-TZVPD basis set)
C -2.424 -0.139 -1.262
C -3.542 0.840 -1.299
C -3.053 2.115 -1.394
C -1.625 2.077 -1.384
C -1.159 0.767 -1.107
H -2.522 -0.885 -0.463
H -2.442 -0.736 -2.201
H -4.590 0.539 -1.362
H -3.632 3.043 -1.392
H -1.037 2.981 -1.419
H -0.242 0.409 -1.776
F 0.992 -5.458 -0.370
C 0.545 -5.110 0.888
F -0.693 -5.674 1.051
F 1.379 -5.743 1.770
C 0.494 -3.610 0.985
C -0.639 -2.971 1.525
C -0.718 -1.588 1.468
C 0.192 -0.792 0.748
C -0.257 0.617 0.383
C 0.872 1.627 0.318
C 0.771 2.869 1.005
C 1.549 3.965 0.619
C 2.569 3.786 -0.330
C 2.807 2.522 -0.877
C 2.003 1.421 -0.500
C 1.430 -1.450 0.463
C 1.525 -2.845 0.442
H -1.427 -3.552 1.996
H -1.516 -1.096 2.034
H -0.881 0.975 1.345
H 0.067 2.970 1.847
H 1.339 4.951 1.045
H 3.157 4.656 -0.646
H 3.593 2.383 -1.623
H 2.286 0.446 -0.892
H 2.405 -0.959 0.308
H 2.425 -3.350 0.057
```

The computed Mulliken charges, all in e, follow:
1. C -0.74
2. C -0.19
3. C -0.62
4. C -0.25
5. C 0.36
6. H 0.32
7. H 0.35
8. H 0.46
9. H 0.46
10. H 0.48
11. H 0.47
12. F -0.26
13. C 0.77
14. F -0.27
15. F -0.24
16. C 0.35
17. C -0.64
18. C -0.65
19. C -0.18
20. C 0.42
21. C 0.14
22. C -0.34
23. C -0.59
24. C -0.46
25. C -0.89
26. C -0.31
27. C -0.08
28. C -1.08
29. H 0.46
30. H 0.41
31. H 0.40
32. H 0.36
33. H 0.41
34. H 0.38
35. H 0.39
36. H 0.44
37. H 0.55
38. H 0.40


This record from the OMol25 dataset describes C7H10 in the gas phase. The level of theory is ωB97M-V with the def2-TZVPD basis set.

The energy above the lowest of the compared OMol25 structures with the same formula, charge and spin comes out at 2.8097 eV. As for the frontier orbital gap: 9.5 eV. Its SMILES is C=C/C=C\C=C/C. The charge is 0.

Structure (XYZ):
```
17
C7H10 (ωB97M-V with the def2-TZVPD basis set)
C 0.248 -1.875 0.004
C 1.145 -0.927 -0.743
C 1.168 0.407 -0.634
C -1.550 0.753 -0.758
C -1.403 1.182 0.505
C -0.216 1.022 1.346
C 0.964 0.907 0.731
H -0.430 -2.309 -0.747
H 0.783 -2.708 0.468
H -0.384 -1.396 0.757
H 1.799 -1.381 -1.477
H 1.645 1.026 -1.394
H -1.107 -0.142 -1.161
H -2.190 1.294 -1.442
H -2.130 1.894 0.890
H -0.261 1.223 2.414
H 1.917 1.029 1.243
```

The computed Mulliken charges, all in e, follow:
1. C -1.16
2. C 0.00
3. C -0.70
4. C -0.82
5. C 0.16
6. C -0.70
7. C 0.04
8. H 0.31
9. H 0.36
10. H 0.31
11. H 0.36
12. H 0.34
13. H 0.23
14. H 0.25
15. H 0.32
16. H 0.37
17. H 0.33


This record from the OMol25 dataset describes a molecular structure, C13H30F2O11S3Tl in a non-equilibrium geometry. The level of theory is ωB97M-V with the def2-TZVPD basis set.

The energy above the lowest of the compared OMol25 structures with the same formula, charge and spin comes out at 0.0000 eV. As for the frontier orbital gap: 3.8 eV. The charge is +1.

Structure (XYZ):
```
60
C13H30F2O11S3Tl (ωB97M-V with the def2-TZVPD basis set)
Tl -0.255 -1.983 0.842
F -1.956 -4.166 1.666
F 0.166 -1.528 -1.970
O 0.451 -4.179 -0.960
C 0.433 -5.354 -1.248
O 0.603 -5.777 -2.518
C 0.436 -7.207 -2.614
C -0.120 -7.691 -1.267
C 0.290 -6.555 -0.342
H 1.421 -7.633 -2.815
H -0.137 -7.499 -3.492
H 0.298 -8.658 -1.000
H -1.209 -7.678 -1.242
H 1.317 -6.689 0.017
H -0.323 -6.409 0.545
O -0.893 2.312 -1.873
S -1.765 1.251 -1.406
O -1.419 0.342 -0.343
O -3.178 1.996 -1.047
C -4.130 1.207 -0.309
C -5.507 1.566 -0.846
C -2.380 0.447 -2.892
H -3.962 1.469 0.737
H -3.941 0.139 -0.422
H -5.698 2.637 -0.769
H -6.335 1.056 -0.360
H -5.471 1.373 -1.919
H -2.791 1.173 -3.587
H -3.127 -0.298 -2.614
H -1.647 -0.148 -3.437
O -0.186 0.468 2.489
S -0.213 1.265 3.697
O 0.720 0.933 4.757
O -0.051 2.835 3.377
C 1.107 3.227 2.613
C 0.989 4.749 2.408
C -1.926 1.337 4.355
H 1.008 2.630 1.707
H 2.069 3.025 3.087
H 0.347 4.987 1.562
H 1.988 5.099 2.143
H 0.748 5.285 3.323
H -2.050 2.012 5.196
H -2.211 0.327 4.642
H -2.520 1.636 3.492
O 3.927 0.108 -0.112
S 2.678 0.737 -0.512
O 1.436 0.260 0.055
O 2.790 2.319 -0.124
C 3.970 3.000 -0.593
C 4.325 4.113 0.435
C 2.534 0.810 -2.325
H 3.844 3.410 -1.594
H 4.788 2.279 -0.570
H 3.759 5.029 0.270
H 5.350 4.450 0.267
H 4.251 3.699 1.438
H 2.524 -0.226 -2.660
H 3.277 1.412 -2.842
H 1.560 1.268 -2.501
```

The computed Mulliken charges, all in e, follow:
1. Tl 1.47
2. F -0.45
3. F -0.46
4. O -0.33
5. C 0.34
6. O -0.31
7. C -0.43
8. C -0.48
9. C -0.34
10. H 0.28
11. H 0.32
12. H 0.32
13. H 0.28
14. H 0.28
15. H 0.35
16. O -0.66
17. S 1.05
18. O -0.24
19. O -0.34
20. C 0.01
21. C -1.27
22. C -0.98
23. H 0.14
24. H 0.36
25. H 0.32
26. H 0.38
27. H 0.30
28. H 0.40
29. H 0.31
30. H 0.35
31. O -0.43
32. S 0.94
33. O -0.62
34. O -0.26
35. C 0.32
36. C -1.18
37. C -0.88
38. H -0.17
39. H 0.31
40. H 0.32
41. H 0.27
42. H 0.38
43. H 0.36
44. H 0.39
45. H 0.20
46. O -0.66
47. S 0.88
48. O -0.25
49. O -0.09
50. C -0.46
51. C -1.25
52. C -0.89
53. H 0.32
54. H 0.49
55. H 0.29
56. H 0.42
57. H 0.29
58. H 0.37
59. H 0.39
60. H 0.22


This record from the OMol25 dataset describes C4H5INPS in the gas phase in a non-equilibrium geometry. The level of theory is ωB97M-V with the def2-TZVPD basis set.

As for the frontier orbital gap (spin up / spin down): 6.7 / 6.7 eV. The charge is 0.

Structure (XYZ):
```
13
C4H5INPS (ωB97M-V with the def2-TZVPD basis set)
C 0.281 1.478 -0.910
C -0.708 0.531 1.226
C 0.443 -0.808 -0.766
C 0.714 -1.994 -1.566
N 0.768 0.377 -1.048
P -0.978 1.458 2.671
S -0.441 -1.019 0.951
I 1.214 3.224 -0.646
H 1.730 -2.266 -1.615
H 0.173 -2.850 -1.258
H 0.405 -1.807 -2.553
H -2.155 1.195 3.433
H -1.445 2.481 2.080
```

The computed Mulliken charges, all in e, follow:
1. C -0.34
2. C 0.02
3. C 0.57
4. C -1.17
5. N -0.14
6. P -0.02
7. S -0.11
8. I 0.13
9. H 0.31
10. H 0.38
11. H 0.33
12. H 0.03
13. H 0.00


Number 1: total energy -630.83931 hartree. Number 2: total energy -4311.56754 hartree. Number 3: total energy -1032.87070 hartree. Number 4: total energy -272.61474 hartree. Number 5: total energy -2907.20367 hartree. Number 6: total energy -1247.19239 hartree.